Arrangement one

Density functional theory data (the ωB97M-V functional and the def2-TZVPD basis) for C6H14O in the gas phase.

The frontier orbital gap comes out at 10.70 eV. The HOMO energy comes out at -9.587 eV. The value obtained for the molar mass is 102.18 g mol⁻¹.

Each line ends with the Löwdin charge.
Positions of all 21 atoms, in Å:
C -3.01 0.62 -0.02  -0.1218
C -1.78 -0.13 0.46  -0.2882
C -0.71 -0.35 -0.61  -0.2299
C 0.46 -1.15 -0.02  -0.1776
C 1.89 -0.87 -0.53  -0.2266
O 2.66 -0.25 0.49  -0.2053
C 2.59 1.15 0.53  -0.1165
H -3.73 0.77 0.79  0.0680
H -3.52 0.07 -0.82  0.0711
H -2.74 1.61 -0.42  0.0712
H -1.32 0.42 1.30  0.1077
H -2.07 -1.11 0.87  0.1113
H -1.15 -0.87 -1.47  0.1133
H -0.36 0.63 -0.99  0.1045
H 0.23 -2.22 -0.08  0.1131
H 0.53 -0.92 1.05  0.1114
H 2.42 -1.80 -0.76  0.1171
H 1.89 -0.25 -1.44  0.1209
H 3.39 1.61 -0.07  0.0866
H 2.72 1.49 1.56  0.0881
H 1.62 1.54 0.17  0.0816

---

Arrangement two

Density functional theory data (the ωB97M-V functional and the def2-TZVPD basis) for 3 unconnected molecules or ions with the total composition C6H14O.

The frontier orbital gap comes out at 5.75 eV. The HOMO energy comes out at -7.736 eV. The value obtained for the molar mass is 102.18 g mol⁻¹.

Each line ends with the Löwdin charge.
Positions of all 21 atoms, in Å:
C -0.78 -1.82 0.95  -0.3494
O -0.69 -2.94 1.43  -0.0578
C 0.31 -0.97 0.58  -0.0644
C 0.04 0.14 -0.35  -0.3894
C 0.52 -0.30 -1.76  -0.0436
C 0.41 1.57 0.08  -0.2047
C -0.56 2.69 -0.19  -0.1148
H 1.23 -1.54 0.65  0.1018
H -1.81 -1.52 0.64  0.1019
H 2.02 -3.20 2.65  0.0343
H -1.98 0.20 -0.63  0.2440
H 1.33 -3.33 2.43  0.0163
H -1.15 -0.05 -0.38  0.0288
H 1.32 -1.04 -1.68  0.0861
H 0.82 0.55 -2.37  0.0781
H -0.32 -0.80 -2.24  0.0817
H 1.40 1.84 -0.28  0.1255
H 0.51 1.46 1.15  0.1081
H -1.62 2.46 0.00  0.0657
H -0.67 3.08 -1.20  0.0756
H -0.34 3.51 0.50  0.0763

---

Arrangement three

Density functional theory data (the ωB97M-V functional and the def2-TZVPD basis) for 2 unconnected molecules or ions with the total composition C6H14O.

The frontier orbital gap comes out at 10.22 eV. The HOMO energy comes out at -9.173 eV. The value obtained for the molar mass is 102.18 g mol⁻¹.

Each line ends with the Löwdin charge.
Positions of all 21 atoms, in Å:
C 1.57 -1.15 -0.98  -0.0162
C 0.36 -1.34 -0.46  -0.2033
C -0.81 -0.43 -0.72  -0.2348
C -1.77 -0.16 0.45  -0.2734
C -3.00 0.63 -0.01  -0.1233
H 2.39 -1.85 -0.83  0.0769
H 1.82 -0.25 -1.53  0.0792
H 0.17 -2.26 0.11  0.1128
H -1.39 -0.88 -1.53  0.1158
H -0.44 0.53 -1.10  0.1124
H -1.26 0.38 1.25  0.1060
H -2.10 -1.12 0.88  0.1075
H -3.70 0.80 0.81  0.0686
H -3.54 0.09 -0.80  0.0724
H -2.71 1.60 -0.42  0.0726
C 2.56 1.22 0.77  -0.1734
O 2.49 -0.15 1.08  -0.1609
H 3.47 1.41 0.18  0.0821
H 2.63 1.79 1.70  0.0739
H 1.70 1.59 0.20  0.0755
H 1.57 -0.45 0.94  0.0295

---

How far above the most stable structure does each one sit? In hartree: arrangement one 0.0000; arrangement two 0.2319; arrangement three 0.0286.

---

Arrangement one

Density functional theory data (the ωB97M-V functional and the def2-TZVPD basis) for C6H14O in the gas phase.

The frontier orbital gap comes out at 11.23 eV. The HOMO energy comes out at -10.266 eV. The value obtained for the molar mass is 102.18 g mol⁻¹.

Each line ends with the Löwdin charge.
Positions of all 21 atoms, in Å:
C 1.16 1.18 -1.08  -0.0850
C 0.67 1.01 0.36  -0.4301
C 1.85 1.07 1.33  -0.0938
C -0.11 -0.29 0.59  -0.1537
C -1.02 -0.76 -0.54  -0.4684
C -1.77 -2.02 -0.16  -0.0560
O -1.92 0.31 -0.84  -0.0383
H 1.77 2.09 -1.17  0.0775
H 0.32 1.27 -1.77  0.0712
H 1.79 0.34 -1.39  0.0846
H -0.01 1.85 0.57  0.1346
H 2.38 2.02 1.27  0.0749
H 2.57 0.27 1.10  0.0802
H 1.52 0.93 2.37  0.0769
H -0.71 -0.19 1.50  0.1280
H 0.61 -1.11 0.78  0.1237
H -0.39 -0.97 -1.43  0.1354
H -2.43 -1.82 0.69  0.0851
H -1.08 -2.83 0.12  0.0816
H -2.39 -2.39 -0.99  0.0770
H -2.47 0.02 -1.57  0.0947

---

Arrangement two

Density functional theory data (the ωB97M-V functional and the def2-TZVPD basis) for 3 unconnected molecules or ions with the total composition C6H14O.

The frontier orbital gap comes out at 6.10 eV. The HOMO energy comes out at -7.852 eV. The value obtained for the molar mass is 102.18 g mol⁻¹.

Each line ends with the Löwdin charge.
Positions of all 21 atoms, in Å:
C -1.75 0.14 0.64  -0.3344
O -2.93 -0.19 0.74  -0.0286
C -0.89 -0.22 -0.44  -0.0478
C 0.49 0.18 -0.22  -0.4186
C 1.10 0.57 -1.63  -0.0545
C 1.39 -0.93 0.54  -0.1521
C 2.74 -0.25 0.83  -0.0955
H -1.19 -0.81 -1.28  0.1208
H -1.35 0.90 1.35  0.1107
H -4.41 1.26 -2.19  0.0175
H 0.78 1.88 0.94  0.2124
H -4.02 1.33 -1.56  0.0064
H 0.43 1.15 0.49  0.0141
H 1.08 -0.37 -2.19  0.0857
H 2.14 0.90 -1.63  0.0616
H 0.48 1.28 -2.18  0.0809
H 1.35 -1.62 -0.30  0.1100
H 0.82 -1.36 1.37  0.1170
H 2.62 0.51 1.61  0.0682
H 3.07 0.11 -0.14  0.0508
H 3.50 -0.95 1.19  0.0755

---

Arrangement three

Density functional theory data (the ωB97M-V functional and the def2-TZVPD basis) for 2 unconnected molecules or ions with the total composition C6H14O.

The frontier orbital gap comes out at 9.88 eV. The HOMO energy comes out at -9.021 eV. The value obtained for the molar mass is 102.18 g mol⁻¹.

Each line ends with the Löwdin charge.
Positions of all 21 atoms, in Å:
C 2.09 -0.96 -1.32  -0.1013
C 0.63 -0.61 -1.16  -0.1802
C -0.15 -1.03 -0.18  -0.1318
C -1.62 -0.72 -0.08  -0.2148
C -2.06 0.68 -0.53  -0.2640
C -1.26 1.83 0.07  -0.1182
H 2.61 -0.94 -0.38  0.0508
H 2.62 -0.30 -2.01  0.0689
H 2.19 -1.97 -1.70  0.0706
H 0.22 -0.05 -2.00  0.1041
H 0.28 -1.65 0.61  0.1077
H -2.14 -1.41 -0.76  0.1077
H -1.97 -1.04 0.91  0.1065
H -1.98 0.74 -1.61  0.0980
H -3.11 0.82 -0.28  0.1022
H -0.23 1.94 -0.27  0.0593
H -1.26 1.79 1.16  0.0698
H -1.77 2.78 -0.13  0.0658
O 1.78 0.38 2.57  -0.0596
H 2.54 0.04 2.10  0.0260
H 1.68 1.28 2.26  0.0325

---

How far above the most stable structure does each one sit? In hartree: arrangement one 0.0000; arrangement two 0.2507; arrangement three 0.0332.

---

Arrangement one

Density functional theory data (the ωB97M-V functional and the def2-TZVPD basis) for C6H14O in the gas phase.

The frontier orbital gap comes out at 10.82 eV. The HOMO energy comes out at -9.724 eV. The value obtained for the molar mass is 102.18 g mol⁻¹.

Each line ends with the Löwdin charge.
Positions of all 21 atoms, in Å:
C 2.37 -0.67 1.39  -0.0975
C 1.93 0.95 1.11  -0.1974
C 1.04 1.07 -0.15  -0.2142
C -0.49 1.17 -0.07  -0.1686
C -1.08 -0.06 -0.76  -0.2762
O -2.48 -0.05 -0.67  -0.1872
C -3.05 -1.19 -1.25  -0.1284
H 3.21 -0.67 2.08  0.0457
H 2.71 -1.30 0.52  0.0729
H 1.56 -1.28 1.85  0.0633
H 1.40 1.26 2.01  0.0894
H 2.86 1.50 0.96  0.0887
H 1.47 1.54 -1.04  0.1179
H 1.36 0.02 -0.11  0.0448
H -0.93 2.06 -0.55  0.1158
H -0.84 1.18 0.97  0.1137
H -0.75 -0.09 -1.81  0.1311
H -0.67 -0.96 -0.27  0.1226
H -2.79 -1.28 -2.32  0.0882
H -4.13 -1.11 -1.15  0.0872
H -2.71 -2.11 -0.74  0.0882

---

Arrangement two

Density functional theory data (the ωB97M-V functional and the def2-TZVPD basis) for C6H14O in the gas phase.

The frontier orbital gap comes out at 11.31 eV. The HOMO energy comes out at -10.296 eV. The value obtained for the molar mass is 102.18 g mol⁻¹.

Each line ends with the Löwdin charge.
Positions of all 21 atoms, in Å:
C 1.85 -2.91 0.31  -0.1205
C 1.65 -1.42 0.01  -0.2826
C 0.18 -0.99 -0.03  -0.2394
C 0.03 0.52 -0.22  -0.2336
C -1.39 1.03 -0.05  -0.2063
C -1.46 2.55 -0.13  -0.2985
O -2.80 2.95 0.07  -0.0713
H 2.87 -3.10 0.66  0.0665
H 1.68 -3.53 -0.58  0.0699
H 1.17 -3.25 1.09  0.0695
H 2.16 -0.82 0.78  0.1052
H 2.13 -1.17 -0.94  0.1088
H -0.35 -1.53 -0.83  0.1192
H -0.30 -1.28 0.91  0.1143
H 0.42 0.80 -1.21  0.1188
H 0.68 1.03 0.51  0.1145
H -2.05 0.61 -0.82  0.1217
H -1.79 0.72 0.92  0.1202
H -0.79 2.98 0.64  0.1190
H -1.08 2.89 -1.11  0.1200
H -2.82 3.92 0.04  0.0845

---

How far above the most stable structure does each one sit? In hartree: arrangement one 0.0839; arrangement two 0.0000.